{"formula": "C3H7FO2", "method": "ωB97M-V/def2-TZVPD", "spin_multiplicity": 1, "gap_ha": 0.361, "energy_ha": -368.73820, "charge": 0, "e_above_lowest_kcal_mol": 56.26, "symbols": ["C", "C", "C", "O", "O", "F", "H", "H", "H", "H", "H", "H", "H"], "positions_angstrom": [[-1.0270, -0.8031, 1.4130], [0.1456, 0.8462, -1.7689], [-0.1821, -0.4695, 0.2578], [1.2621, 0.8273, 1.2382], [-0.6277, 0.1521, -0.7791], [0.7019, -1.5350, -0.1891], [-0.6228, -1.8396, 1.6959], [-0.7740, -0.0361, 2.1619], [-2.1149, -0.7378, 1.2020], [-0.4964, 1.3136, -2.4973], [0.8963, 0.1710, -2.3459], [0.7672, 1.6514, -1.3168], [2.0718, 0.4596, 0.9284]], "atomic_forces_ev_per_a": [[0.583, -0.893, 0.499], [2.931, -0.488, -0.679], [4.205, 0.067, -1.198], [-3.299, -1.334, -1.152], [-0.898, 0.903, 0.188], [-1.412, 1.911, 1.282], [-1.115, 1.560, 0.097], [-0.086, -0.565, -0.029], [0.770, -0.367, -0.116], [-0.668, -0.243, 0.117], [-1.498, 0.746, 1.195], [-0.600, -0.714, 0.227], [1.087, -0.584, -0.432]], "nbo_charge": [-0.74, -0.27, 0.97, -0.96, -0.50, -0.38, 0.26, 0.30, 0.25, 0.21, 0.20, 0.23, 0.44]}